190
Properties=species:S:1:pos:R:3:mulliken_charge:R:1 method="wB97M-V/def2-TZVPD" de_lowest_kj_mol=0.0 total_charge=+4
In -3.137 -1.160 -0.906 1.377
In -4.865 2.661 0.906 1.096
O -2.288 1.156 0.861 -0.777
C -0.952 1.217 1.059 -0.486
C 0.059 0.476 -0.015 0.079
O -0.257 -0.815 -0.257 0.236
H -0.651 0.912 2.067 0.292
H -0.728 2.285 0.973 0.257
H 1.067 0.582 0.388 0.266
H -0.133 1.172 -0.835 -0.254
C 3.848 -1.803 -0.174 -1.324
C 3.943 -2.804 -1.347 1.526
C 5.067 -3.843 -1.111 -1.502
C 4.769 -4.984 -0.154 -0.607
C 3.354 -5.577 -0.448 -1.556
C 2.198 -4.595 -0.725 2.381
N 2.687 -3.517 -1.631 -0.179
O 1.681 -2.644 -1.925 1.424
C 1.124 -5.383 -1.463 -1.251
C 1.643 -4.114 0.614 -2.170
C 4.384 -1.978 -2.572 -1.947
H 3.040 -1.082 -0.275 0.158
H 4.879 -1.462 -0.055 0.755
H 3.861 -2.295 0.802 0.053
H 5.089 -4.452 -2.021 0.339
H 5.974 -3.248 -1.031 0.545
H 4.698 -4.478 0.816 0.191
H 5.437 -5.840 -0.163 0.549
H 3.093 -6.240 0.377 0.371
H 3.525 -6.259 -1.284 0.458
H 1.550 -5.872 -2.341 0.449
H 0.673 -6.199 -0.895 0.517
H 0.238 -4.863 -1.832 -0.467
H 2.465 -3.719 1.212 0.435
H 0.899 -3.326 0.481 0.349
H 1.253 -4.973 1.155 0.495
H 4.468 -2.477 -3.539 0.461
H 5.357 -1.491 -2.510 0.435
H 3.635 -1.199 -2.742 0.125
H 1.695 -1.915 -1.279 -0.422
C -2.023 7.441 1.802 -1.775
C -2.394 6.132 2.628 1.549
C -1.598 6.305 3.941 -1.091
C -2.289 7.115 5.039 -0.838
C -3.679 6.634 5.312 -1.170
C -4.527 6.646 4.012 1.128
N -3.831 5.905 2.922 0.423
O -4.594 5.731 1.750 -0.384
C -5.854 5.867 4.330 -1.484
C -5.003 8.057 3.654 -1.646
C -1.685 4.956 1.888 -2.100
H -2.178 8.405 2.278 0.362
H -2.652 7.363 0.908 0.427
H -1.042 7.253 1.371 0.461
H -1.403 5.291 4.302 0.380
H -0.663 6.842 3.784 0.450
H -2.409 8.154 4.711 0.294
H -1.821 7.257 6.014 0.465
H -4.009 7.316 6.098 0.439
H -3.534 5.714 5.884 0.372
H -6.618 6.549 4.690 0.405
H -6.111 5.094 3.608 0.206
H -5.553 5.198 5.141 0.401
H -5.310 8.605 4.541 0.429
H -4.191 8.562 3.128 0.316
H -5.837 7.972 2.956 0.508
H -2.139 4.765 0.913 0.367
H -1.915 4.115 2.549 0.514
H -0.606 5.067 1.808 0.422
H -4.900 6.612 1.484 0.307
C -2.742 -5.484 -0.605 -1.660
C -2.833 -5.242 0.890 1.313
C -1.446 -5.661 1.453 -0.326
C -1.147 -5.206 2.882 -1.191
C -1.427 -3.705 3.076 -0.694
C -2.755 -3.241 2.621 1.650
N -3.141 -3.840 1.328 1.137
O -4.359 -3.426 0.796 -0.385
C -3.832 -3.544 3.705 -1.563
C -2.604 -1.735 2.517 -2.083
C -3.905 -6.184 1.508 -1.575
H -3.731 -5.451 -1.061 0.554
H -2.422 -6.502 -0.834 0.466
H -1.986 -4.838 -1.050 -0.195
H -1.377 -6.747 1.414 0.570
H -0.787 -5.249 0.689 -0.797
H -0.094 -5.299 3.159 0.591
H -1.636 -5.801 3.656 0.587
H -0.702 -3.209 2.422 -0.498
H -1.200 -3.425 4.104 0.617
H -3.673 -4.571 4.033 0.432
H -3.607 -2.972 4.605 0.473
H -4.856 -3.364 3.381 0.324
H -2.588 -1.294 3.515 0.568
H -1.767 -1.346 1.933 -0.119
H -3.515 -1.274 2.117 0.454
H -3.552 -7.197 1.309 0.464
H -4.906 -6.150 1.075 0.372
H -4.020 -6.032 2.580 0.275
H -5.068 -3.628 1.426 0.303
C 2.677 4.595 -7.256 -1.665
C 1.990 4.779 -5.843 1.324
C 0.482 4.528 -6.175 -1.464
C -0.307 4.509 -4.902 -0.978
C 0.122 3.388 -3.918 -0.666
C 1.661 3.368 -3.631 2.263
N 2.405 3.772 -4.850 0.552
O 3.798 3.845 -4.662 -0.348
C 1.849 4.315 -2.505 -1.938
C 1.955 1.925 -3.129 -1.647
C 2.262 6.210 -5.286 -1.562
H 2.322 3.597 -7.534 0.476
H 2.332 5.151 -8.123 0.420
H 3.754 4.482 -7.147 0.380
H 0.123 5.325 -6.830 0.483
H 0.303 3.697 -6.859 0.453
H -0.399 5.417 -4.303 0.373
H -1.346 4.349 -5.199 0.459
H -0.186 2.473 -4.431 0.061
H -0.454 3.422 -2.995 0.520
H 1.314 4.043 -1.589 0.321
H 1.617 5.368 -2.654 0.402
H 2.834 4.265 -2.027 0.453
H 2.925 1.882 -2.630 0.794
H 1.942 1.226 -3.967 0.518
H 1.251 1.517 -2.405 -0.653
H 1.333 6.683 -4.970 0.329
H 3.074 6.287 -4.565 0.359
H 2.620 6.834 -6.106 0.442
H 4.041 2.924 -4.848 0.398
C 0.095 -2.237 -5.267 -1.538
C -1.270 -1.705 -4.684 1.766
C -2.087 -1.140 -5.863 -1.093
C -2.517 -2.285 -6.818 -0.816
C -3.204 -3.351 -5.989 -1.510
C -2.488 -3.890 -4.749 2.094
N -2.062 -2.716 -3.951 -0.393
O -1.354 -3.099 -2.780 0.944
C -3.663 -4.595 -4.063 -1.950
C -1.378 -4.908 -5.077 -1.460
C -0.932 -0.550 -3.726 -1.435
H 0.774 -2.800 -4.624 -0.179
H 0.608 -1.438 -5.804 0.518
H -0.036 -2.934 -6.096 0.465
H -2.934 -0.597 -5.442 0.430
H -1.464 -0.476 -6.464 0.339
H -1.637 -2.582 -7.391 0.319
H -3.122 -1.886 -7.633 0.546
H -3.176 -4.225 -6.657 0.504
H -4.291 -3.443 -5.984 0.522
H -3.331 -4.944 -3.083 0.027
H -4.354 -3.817 -3.735 0.542
H -4.019 -5.436 -4.652 0.550
H -1.238 -5.116 -6.137 0.232
H -0.412 -4.688 -4.625 0.180
H -1.701 -5.862 -4.657 0.515
H -0.374 0.294 -4.132 -0.197
H -0.378 -0.903 -2.855 -0.066
H -1.891 -0.113 -3.424 0.257
H -0.461 -3.309 -3.096 -0.427
C 0.914 -1.032 5.012 -2.171
C 2.134 -0.068 5.177 1.935
C 2.622 -0.294 6.621 -1.298
C 3.990 0.314 6.908 -0.831
C 4.976 -0.267 5.884 -1.188
C 4.614 -0.117 4.422 0.997
N 3.207 -0.515 4.268 0.376
O 2.829 -0.364 2.925 0.067
C 5.164 1.338 4.174 -1.489
C 5.539 -1.213 3.728 -1.628
C 1.730 1.416 4.921 -1.714
H 0.157 -0.930 5.789 0.588
H 1.399 -1.996 5.179 0.540
H 0.376 -0.977 4.064 0.310
H 1.793 0.083 7.224 0.557
H 2.784 -1.325 6.945 0.398
H 4.320 0.216 7.941 0.471
H 3.944 1.407 6.840 0.283
H 5.085 -1.285 6.270 0.341
H 5.919 0.230 6.111 0.487
H 4.728 1.741 3.254 0.299
H 4.787 2.055 4.902 0.363
H 6.243 1.278 4.069 0.464
H 6.587 -1.088 3.983 0.484
H 5.194 -2.223 3.950 0.417
H 5.306 -1.072 2.669 0.273
H 0.642 1.427 4.996 0.510
H 2.006 1.670 3.898 0.301
H 2.122 2.178 5.592 0.236
H 2.301 -1.169 2.813 0.203